No. 1
31
Properties=species:S:1:pos:R:3:lowdin_spin:R:1 method="wB97M-V/def2-TZVPD" charge=-1 multiplicity=2 homo_ev="0.77 / -2.80"
C 1.17364 1.54082 -0.39707 0.000
C 1.19227 2.50203 0.78936 0.002
C -0.25963 1.26094 -0.77055 0.037
C -0.67349 1.41808 -2.08989 0.167
C -1.38926 0.89705 0.00663 0.067
C -2.49404 0.86787 -0.87991 0.013
C -1.58738 0.54561 1.38045 0.196
C -3.78007 0.57292 -0.41407 0.179
C -2.87314 0.19921 1.81850 0.049
C -3.96984 0.27792 0.96383 0.135
N -2.03969 1.11719 -2.14194 0.029
H 1.64088 1.90103 -1.31093 0.004
H 1.61582 0.60001 -0.04723 0.001
H 0.80424 2.00130 1.67409 0.003
H -0.07004 1.64193 -2.95402 0.031
H -2.65546 1.07175 -2.93085 0.001
H -0.73005 0.39032 2.02678 0.024
H -4.59703 0.42773 -1.11797 0.020
H -2.99950 -0.25601 2.78533 -0.002
H -4.92951 0.00619 1.38660 0.010
H 0.46683 3.30439 0.62983 0.001
H 2.16516 2.98060 0.92540 0.000
C 2.24999 -2.84689 0.07183 0.012
C 3.67361 -2.48533 -0.35870 0.007
O 2.19372 -2.99103 1.48726 0.006
H 1.55839 -2.08791 -0.28594 0.002
H 1.99037 -3.77370 -0.37883 0.002
H 3.63190 -2.16852 -1.40574 0.003
H 2.36472 -3.90042 1.73360 0.001
H 4.25868 -3.40258 -0.34912 0.001
H 4.06792 -1.61254 0.15327 0.001

No. 2
33
Properties=species:S:1:pos:R:3:mulliken_charge:R:1 method="wB97M-V/def2-TZVPD" charge=0 smiles="C/C=C/C/C=C/CCC(=O)[C@H]1O[C@H]1C(N)=O" homo_ev=-8.78
C -0.67123 4.53322 -0.48362 -1.093
C -1.66747 3.46572 -0.13580 -0.136
C -1.30189 2.27058 0.40161 -0.121
C -2.33186 1.21477 0.83134 -0.864
C -2.00551 -0.12918 0.14111 -0.123
C -1.52283 -1.01737 0.99775 -0.428
C -1.30079 -2.46786 0.54921 -0.677
C -0.73326 -2.80524 -0.88556 -1.012
C 0.74658 -2.35225 -1.11072 0.563
O 0.72734 -1.35352 -1.90211 -0.587
C 1.97329 -2.82554 -0.30786 0.046
O 3.25477 -2.56925 -0.80770 -0.462
C 3.00524 -1.85873 0.40442 -0.052
C 2.78033 -0.32404 0.41605 0.400
N 3.05963 0.46094 -0.66246 -0.389
O 2.46952 0.33821 1.38406 -0.652
H 0.08230 4.18617 -1.28586 0.243
H -1.16589 5.26487 -1.03472 0.386
H -0.15812 5.03585 0.42551 0.240
H -2.71461 3.74749 -0.19842 0.343
H -0.24128 1.97655 0.56888 0.245
H -2.37769 1.12080 1.90242 0.404
H -3.36654 1.39699 0.47451 0.337
H -2.19814 -0.34436 -0.93542 0.270
H -1.38642 -0.64203 1.95311 0.424
H -2.31323 -2.91236 0.77038 0.383
H -0.60790 -2.92991 1.34677 0.211
H -0.63868 -3.87807 -1.04353 0.419
H -1.31395 -2.42671 -1.69537 0.440
H 1.71769 -3.48519 0.52964 0.376
H 3.40296 -2.14999 1.42069 0.383
H 3.38369 0.02622 -1.56089 0.225
H 3.41393 1.43319 -0.46741 0.258

In kcal per mole, the energy above the lowest of the compared OMol25 structures with the same formula, charge and spin values for the records above are, in order, 0.0 125.9.